# 1
4
Properties=species:S:1:pos:R:3:mulliken_charge:R:1 method="wB97M-V/def2-TZVPD" lumo_energy_ev=0.13 homo_ev=-10.20 smiles=FPBr homo_lumo_gap_ev=10.332
P -0.20217 0.23379 -0.64618 0.30
F -0.37434 1.28667 0.57953 -0.23
Br 1.64470 -0.92114 0.03585 -0.15
H -1.06819 -0.59932 0.03079 0.08

=====

# 2
17
Properties=species:S:1:pos:R:3:mulliken_charge:R:1 method="wB97M-V/def2-TZVPD" lumo_energy_ev=1.03 homo_ev=-8.31 smiles="C=CC.C=CN" homo_lumo_gap_ev=9.336
H 1.35734 0.21392 1.91157 0.25
C 0.54832 0.46919 -2.16242 -0.74
H 1.89983 -1.21238 1.22751 0.22
C -0.41911 -2.36024 1.11021 -1.00
H -1.53699 2.73538 -1.02074 0.34
N 1.23936 -0.78500 1.86307 -0.54
H 1.50043 0.35525 -2.65922 0.28
H 0.32945 -3.12852 0.92591 0.28
H -0.87228 -0.58590 2.05931 0.31
C -0.06328 -1.21973 1.71610 0.20
H -1.42336 -2.72662 1.23197 0.28
H 0.94204 2.37991 -1.42773 0.29
C 0.24403 1.54937 -1.45387 0.11
H -0.87406 1.95815 0.29678 0.22
C -1.05031 1.78856 -0.77140 -1.03
H -1.79956 1.00783 -0.84990 0.31
H -0.02188 -0.43919 -1.99714 0.22

=====

# 3
7
Properties=species:S:1:pos:R:3:mulliken_charge:R:1 method="wB97M-V/def2-TZVPD" lumo_energy_ev="-1.39 / -1.39" homo_ev="-8.72 / -8.71" homo_lumo_gap_ev="7.333 / 7.322"
Cl 1.48526 0.94456 -0.52686 -0.08
Cl 1.10758 -1.86044 -0.45024 -0.11
P -1.34460 0.20215 1.22198 0.07
H -0.17804 -0.29883 1.89024 0.07
Cl -0.53576 -0.19005 -2.20674 -0.08
C 0.35816 -0.31448 -0.78492 0.06
H -0.89259 1.51709 0.85652 0.07

=====

# 4
42
Properties=species:S:1:pos:R:3:mulliken_charge:R:1 method="wB97M-V/def2-TZVPD" lumo_energy_ev=-1.15 homo_ev=-8.78 smiles="CC1(C)Oc2cc3nonc3cc2[C@H](N2CCCCC2=O)[C@H]1O" homo_lumo_gap_ev=7.624
H 2.57380 -2.05414 0.33717 0.22
H 0.05624 -3.63507 -2.05291 0.22
H 3.39096 1.80141 0.35564 0.58
C 2.74050 1.26675 -0.26622 -1.52
H 1.77016 4.20804 -0.88514 0.39
C -0.63430 2.84191 3.79161 0.59
H 0.21038 -3.94152 0.15542 0.38
C 1.54711 2.22205 -0.40972 2.08
H 1.60290 3.18300 -2.32354 0.39
C -0.38435 1.33825 1.48454 -0.04
H -0.33943 -1.91986 1.50263 0.51
C 1.96708 3.26451 -1.34302 -2.02
C 0.19289 1.62101 -0.92207 -0.96
H 1.76184 -4.13984 -0.44854 0.44
N -0.96509 3.53728 4.85301 -0.64
H 2.99185 3.25547 -1.39629 0.55
O -2.18971 2.88614 5.35012 -0.11
O -0.56688 -0.98391 -2.16846 -0.66
C 0.54003 -1.39773 1.10088 -0.94
H -1.42272 0.54452 -0.19916 0.58
C 0.52650 2.41755 1.70144 0.11
H -1.27577 2.64502 -0.36689 0.45
C -0.38392 0.63074 0.07980 -0.89
C 0.69001 -2.82129 -1.56821 -0.12
H -2.03454 0.24551 2.32226 0.61
N -2.41008 1.73038 4.48779 -0.59
C -1.43648 1.82550 3.60554 0.50
C 1.63809 -2.50970 0.78053 -0.49
H 0.86355 4.12954 2.74082 0.43
N 0.03464 -0.69512 -0.07242 0.48
C 1.03903 -3.44090 -0.27863 -1.12
O 1.45424 2.94075 0.86665 -0.48
C -0.06733 -1.54376 -1.20838 0.35
C -1.32220 1.00726 2.45301 -0.61
H 0.39238 1.16148 -1.88368 0.98
H 1.84428 -3.14330 1.73987 0.33
H 1.59253 -2.51108 -2.12479 0.28
H 1.05676 -0.77284 1.78274 0.43
O -0.76849 2.53491 -1.16643 -0.64
H 2.43733 0.32668 0.23705 0.07
C 0.29830 3.18607 2.82551 -0.49
H 3.21335 0.98376 -1.24410 0.37

=====

# 5
77
Properties=species:S:1:pos:R:3:mulliken_charge:R:1 method="wB97M-V/def2-TZVPD" total_charge=+2 lumo_energy_ev=-5.72 homo_ev=-13.15 homo_lumo_gap_ev=7.432
C -0.77716 -0.61600 2.13732 -0.24
H -4.53686 0.59971 2.13736 0.33
N -1.54284 -1.52423 0.07393 0.22
C 3.47640 1.94867 -2.67022 -0.36
C 3.72467 2.92678 3.87122 -0.49
O -0.86445 2.42614 1.67304 -0.96
C 2.17085 -3.49233 0.91699 -0.79
C -2.66746 -2.12169 3.54841 -0.98
C -3.44046 -3.09321 1.38304 -0.81
H 4.28364 3.49844 -3.93553 0.43
C -0.86080 -0.51210 3.49483 -0.36
H -4.17866 -3.70271 1.89229 0.50
S -2.00143 0.93575 -1.87072 -0.38
C 1.61500 2.13336 2.31306 0.44
H 2.65682 0.25687 2.07164 0.41
H -5.47000 0.71192 -2.90362 0.32
C 2.66061 3.79331 3.66740 -0.77
C 2.15750 -2.35912 0.10499 0.60
H -3.93421 -3.78014 -0.58506 0.52
H 2.64085 3.15612 -5.73754 0.45
N 2.38299 0.08012 -1.44418 0.32
N -4.51443 0.39892 -1.05562 0.16
C 3.33088 -1.59058 -0.00555 -0.34
H 5.39462 -1.38562 0.58372 0.56
H -5.57806 -0.66972 0.40302 0.33
H 4.56193 0.98726 3.48034 0.50
N 0.48739 -0.04275 -3.24599 -0.41
H -2.24852 -2.32419 -1.67194 0.40
C -3.29675 0.81218 -0.73500 0.05
C 1.58565 3.40179 2.88270 -0.48
C 3.73322 1.65974 3.29918 -0.78
O 0.71336 1.79100 -0.13965 -0.69
C 4.46217 -3.05714 1.53288 -0.41
O 1.04379 -2.04285 -0.57068 -1.06
H -0.19576 0.15543 4.03161 0.61
H -1.87561 -1.18025 5.27821 0.46
C -0.32871 0.34528 -5.46659 -0.92
H 0.74007 4.05755 2.72119 0.51
C 0.61567 1.31137 -5.68742 -0.71
C 3.30096 -3.82918 1.63255 -0.37
C 3.51048 2.74832 -3.83363 -1.00
C 1.50091 0.84793 -3.50426 0.96
H -6.33854 0.85366 -0.08379 0.45
H 3.29509 -4.70242 2.27206 0.46
H -4.90013 2.13505 1.33166 0.38
N 0.11500 0.08270 1.29575 0.64
C 2.59562 2.56614 -4.83040 -0.85
H -1.05662 0.08375 -6.22009 0.45
C 3.41487 -0.50697 -0.95089 0.27
H -5.67977 -0.89518 -2.18239 0.35
C 2.50914 0.99769 -2.52181 -0.35
C -4.97288 -0.08216 -2.34584 -0.89
H 4.55524 3.23821 4.49239 0.43
S 0.29155 1.66242 1.29571 1.47
C -1.64339 -1.49106 1.43944 -0.23
C 4.48661 -1.96520 0.69966 -0.53
Br 5.99137 -3.53262 2.51798 -0.13
C 2.67434 1.24905 2.50794 -0.43
C -0.37854 -0.28230 -4.21447 0.00
H 0.64877 1.84993 -6.62690 0.47
C -2.35141 -2.31894 -0.59277 -0.22
C -1.82397 -1.27129 4.20140 -0.94
N -3.22343 1.12114 0.55721 0.45
H -2.45740 1.68202 0.91504 0.09
H -4.12829 -0.44697 -2.92449 0.28
H 4.22289 2.09144 -1.89761 0.60
C -3.31688 -3.13323 0.02198 -1.08
H -3.39816 -2.70562 4.09580 0.47
C -2.59545 -2.24962 2.13707 1.25
H 1.27549 -4.09816 0.97624 0.56
H -1.17015 -0.98604 -3.99541 0.41
H 4.40159 -0.21809 -1.31188 0.65
C 1.57084 1.59895 -4.68741 0.79
C -5.38685 0.36990 0.12604 -0.63
H 2.66150 4.77317 4.12536 0.45
C -4.55263 1.11342 1.17905 -0.64
Hf 0.22632 -0.24294 -0.86933 1.80

=====

# 6
58
Properties=species:S:1:pos:R:3:mulliken_charge:R:1 method="wB97M-V/def2-TZVPD" total_charge=-2 lumo_energy_ev=4.21 homo_ev=-1.67 homo_lumo_gap_ev=5.877
H -2.28178 1.30661 1.64532 0.24
C -0.08759 0.14977 -1.26082 -0.23
C 4.35148 2.27124 -2.42991 -0.38
H 1.27714 3.19965 -3.49706 0.56
N -1.27350 1.25961 1.75106 -0.58
S -2.38716 -2.92254 -1.91303 -0.50
H 2.41549 -0.25510 -1.25554 0.56
H -4.20653 1.43793 -3.41156 0.39
H -3.70337 2.22647 -5.72385 0.36
H 1.42197 -1.35572 5.57477 0.40
C 0.25168 0.94504 -2.29150 -0.63
S -5.02964 -1.55833 -2.18234 -0.39
N -1.71292 0.55626 3.99245 -0.33
H -2.40061 0.88191 -1.87245 0.35
Ti -1.22461 -2.59152 0.22826 0.08
C -0.55050 1.73156 -4.56111 -0.32
H -2.64656 0.38103 3.64552 0.23
H 4.74330 0.49663 -1.27817 0.38
O 0.65818 -3.27290 0.18379 -0.62
C 3.35424 3.00665 -3.05359 -0.70
C 1.45522 -3.06169 1.17507 0.29
C 3.98989 1.09547 -1.77792 -0.60
C 1.11612 0.31567 4.32584 -1.07
C -2.15964 1.24366 -2.86560 -0.37
H -1.33228 2.34834 -6.45453 0.34
H -0.70566 0.18073 0.56721 0.51
N 0.47409 0.91522 3.16300 -0.13
O 2.56959 -3.54054 1.32802 -0.79
H 0.47000 1.74355 -4.92223 0.57
H 0.78199 0.85505 5.21749 0.38
C 1.64972 1.39300 -2.39288 0.17
H -0.95231 -1.31795 2.72184 -0.25
C -0.88405 1.02117 2.94175 -0.06
C -0.81081 1.33758 -3.24302 0.37
C 1.54476 -2.17481 3.57911 -0.94
H 2.17726 0.55202 4.20697 0.44
N -0.53965 -2.08845 2.21364 0.18
H -0.89899 -2.99767 2.65690 0.83
H 0.96744 0.83782 2.28764 0.34
H -1.74781 1.13828 4.81800 0.20
C -0.42406 -0.53529 -0.24119 0.45
S -3.44846 -1.36386 0.34058 -0.47
O -1.75639 -4.35253 2.49269 -0.73
H 2.62557 -2.04703 3.48693 0.34
C -3.67695 -1.92827 -1.28597 0.26
H 1.23136 -1.08338 1.75175 -0.24
H 3.60059 3.93636 -3.55615 0.35
H 1.36338 -3.18964 3.94151 0.31
H 5.38181 2.60605 -2.44394 0.35
O -1.84904 -3.94009 1.17613 -0.18
C 2.03372 2.58001 -3.03421 -0.21
C 2.67575 0.66737 -1.76101 -0.58
C 0.91870 -2.03445 2.19350 0.80
C -2.90183 1.98400 -5.03610 -0.41
C -3.18173 1.55476 -3.74240 -0.62
H -0.10516 -1.41234 4.72264 0.33
C -1.57674 2.05784 -5.43782 -0.68
C 0.95589 -1.19024 4.59652 -0.38

=====

Energy above the lowest of the compared OMol25 structures with the same formula, charge and spin values, unit kJ/mol, following the record order: 0.0, 163.8, 291.3, 783.7, 0.0, 112.3.